1.
{
  "formula": "C2H2Cl4O",
  "method": "wB97M-V/def2-TZVPD",
  "symbols": ["H", "Cl", "Cl", "Cl", "H", "O", "Cl", "C", "C"],
  "coordinates": [[-1.08181, -0.13006, 1.56511], [1.38812, -0.47607, -1.55271], [-0.87446, -1.93475, -0.00669], [2.01984, -0.57124, 1.27789], [-1.45599, 0.51976, -1.31919], [-1.59691, 0.60929, -0.39982], [1.37918, 1.92309, 0.03552], [-0.86657, -0.17922, 0.44023], [1.08861, 0.23920, -0.04034]],
  "e_above_lowest_kj_mol": 96.5,
  "homo_ha": -0.3556,
  "e_lumo_ev": 0.505
}


2.
{
  "formula": "C39H44F4N3OP2STi",
  "method": "wB97M-V/def2-TZVPD",
  "symbols": ["H", "C", "H", "H", "H", "H", "H", "C", "H", "H", "H", "H", "H", "H", "H", "C", "P", "C", "C", "C", "C", "C", "C", "C", "F", "C", "C", "H", "C", "F", "H", "S", "C", "C", "C", "Ti", "O", "C", "H", "H", "C", "H", "H", "C", "N", "C", "C", "H", "H", "H", "C", "C", "H", "H", "H", "H", "N", "H", "F", "C", "F", "H", "C", "H", "H", "H", "H", "C", "C", "H", "H", "C", "C", "C", "H", "C", "H", "C", "H", "C", "C", "H", "H", "P", "C", "H", "C", "C", "H", "H", "H", "C", "C", "H", "N"],
  "coordinates": [[1.37878, 1.78034, -3.80841], [2.56322, 3.38971, -3.03209], [3.05212, -3.68193, 3.89929], [2.76476, 5.88745, 3.70066], [-0.53967, -3.43450, -2.07662], [3.68748, -0.00460, -2.29382], [-5.41265, 2.49169, -0.36888], [4.75987, -3.71033, 2.59806], [2.87385, 4.19092, 0.23436], [-2.61732, 4.50288, -1.06739], [5.18979, -4.59466, 3.04898], [0.15315, -3.16761, 0.28975], [5.13518, 1.44977, 1.46645], [2.04530, -2.93589, -2.75558], [-3.11232, 1.73050, 1.54500], [0.97608, 3.52886, 2.06594], [1.11670, 1.96858, 1.15956], [5.56961, 1.00341, -2.34245], [2.61751, 0.96138, 3.18988], [-5.01173, 1.98380, 0.50841], [-0.43019, -2.34842, -2.10415], [-2.03200, 3.85847, -1.72146], [2.55555, 3.64497, -0.64069], [3.56176, -3.19638, 3.07749], [-0.03931, -0.85047, 2.02348], [-3.00708, -2.35033, 3.55177], [1.95147, -1.96611, -2.25921], [-3.22774, 3.24552, 0.62073], [1.31647, 1.87484, -1.66472], [-1.00935, -1.51136, 4.49949], [-2.52321, -2.31379, -1.54112], [-2.66470, 1.32348, -0.70696], [-0.29296, 4.09265, 2.18425], [-1.76706, -1.75834, 3.43369], [6.53973, 1.66492, -1.60764], [0.27051, -0.15417, -0.07600], [-1.17772, 1.34864, -0.30716], [4.43714, 0.50781, -1.70975], [1.32888, -3.94311, -0.77336], [3.06815, 3.73712, 2.53462], [-1.98433, -1.63674, 0.98341], [-0.32122, -2.05355, -3.14662], [2.67940, 1.90366, 3.73115], [-2.75476, 2.56069, -2.04404], [0.79216, -1.96266, -1.34540], [2.08110, 4.17619, 2.61557], [3.00886, -2.06960, 2.49426], [-1.14831, 3.57272, 1.76821], [-2.30402, 2.05614, -2.90051], [7.42199, 2.05187, -2.10004], [1.90904, 5.38507, 3.26952], [-1.66063, -1.65598, -1.49269], [-1.43867, 5.75178, 2.91402], [-1.89163, -0.76800, -2.09045], [2.06176, -1.69521, 2.86275], [-1.85025, 4.41071, -2.64262], [2.59841, 1.24045, 1.74204], [3.65548, 4.90298, -1.97428], [-4.92746, -3.12675, 2.46967], [1.71227, 2.54498, -0.50365], [-4.02694, -2.43403, 0.06360], [1.72793, 0.43291, 3.55130], [1.04518, -2.99529, -0.30679], [1.85935, -2.68734, 0.34409], [0.51846, 6.89282, 3.89376], [-5.51824, 2.38619, 1.38377], [-3.40676, -2.63639, 4.51394], [0.64532, 5.95195, 3.37557], [-3.50840, 2.19398, 0.63982], [2.88703, 3.72261, -4.00912], [-5.25440, 0.92299, 0.43801], [4.86595, -1.94874, 0.96189], [5.25597, 1.32875, 0.39702], [6.38198, 1.82443, -0.23588], [6.32898, -3.49537, 1.14959], [-0.45555, 5.30829, 2.82893], [5.69231, 0.86657, -3.40928], [-1.30428, -1.41916, 2.18596], [-3.81495, 2.70136, -2.25984], [-3.72739, -2.57179, 2.38850], [5.40353, -3.09153, 1.53767], [-1.06727, 3.66091, -1.25489], [0.66205, 0.99607, -1.61353], [2.85481, -0.03767, 0.57521], [4.26943, 0.67428, -0.34026], [1.83827, -1.19865, -3.02477], [-3.24989, -2.22351, 1.13543], [2.99026, 4.05365, -1.89166], [2.86827, -1.78952, -1.69815], [5.38575, -1.46867, 0.14398], [3.49892, 0.37473, 3.43487], [1.72203, 2.29495, -2.91909], [3.67012, -1.41801, 1.44656], [7.14581, 2.32791, 0.34206], [-1.31455, -1.25843, -0.13934]],
  "e_above_lowest_kj_mol": 131.1,
  "spin_multiplicity": 2,
  "total_charge": 2,
  "homo_ha": [-0.4869, -0.4880],
  "s_squared": 0.76,
  "e_lumo_ev": [-5.783, -5.364]
}


3.
{
  "formula": "C5H19AlBeCl4FK2N2NaO5P",
  "method": "wB97M-V/def2-TZVPD",
  "symbols": ["K", "H", "H", "C", "H", "O", "H", "Be", "H", "N", "K", "H", "O", "O", "O", "C", "H", "H", "O", "Al", "F", "Cl", "P", "H", "H", "H", "H", "H", "N", "H", "H", "H", "C", "Cl", "C", "H", "H", "C", "H", "Cl", "Na", "Cl"],
  "coordinates": [[3.79627, -2.72930, -2.40745], [1.70890, 3.72771, -5.35767], [2.11235, 2.14455, 5.38057], [-3.99721, -1.95834, -2.64869], [0.94696, -2.37575, 0.33785], [5.86234, -3.24534, 0.74745], [1.84817, 0.51343, 0.32312], [-2.75279, -2.71987, -1.50687], [3.49073, -1.93055, 2.73121], [1.69773, 1.66421, 4.57879], [2.11895, 0.37461, -3.39428], [1.17710, 0.85513, 4.92056], [2.66362, 2.41001, 2.28756], [1.80218, -1.96471, -1.51180], [2.09944, 2.86012, -5.47960], [-0.09508, -0.73441, -0.69236], [3.21217, 2.16584, 1.51955], [0.14123, 0.32224, -0.92739], [-4.01220, -1.83842, -1.19679], [2.29392, -0.94571, 2.41351], [-2.22144, -0.13148, -2.58513], [-3.53446, 1.60487, -0.16217], [2.87664, 1.23263, 3.43677], [0.87481, -1.46136, 2.98310], [-3.11096, -1.39491, -3.01074], [-0.44756, -1.18883, -1.63967], [-4.89024, -1.64803, -3.17758], [-0.95646, -1.31303, 1.13494], [-1.17571, -0.76678, 0.30509], [-1.41844, 0.18686, 0.55887], [-3.96251, -0.88932, -1.01635], [2.04579, -1.13862, -1.92704], [1.17693, -1.47440, -0.26181], [-1.46187, 2.91336, 1.14814], [2.19061, -0.54022, 0.43314], [-3.86928, -3.00789, -2.68830], [3.20791, -0.58033, -0.00971], [-3.12018, 3.11215, 0.61443], [5.18334, -2.91076, 1.34336], [-4.18758, 3.47236, 2.07530], [-6.02841, 4.89694, 2.85104], [-3.28571, 4.43135, -0.52294]],
  "e_above_lowest_kj_mol": 0.0,
  "total_charge": 1,
  "homo_ha": -0.2873,
  "e_lumo_ev": -6.156
}


4.
{
  "formula": "C32H57F5NbO14Si",
  "method": "wB97M-V/def2-TZVPD",
  "symbols": ["C", "H", "O", "C", "O", "H", "C", "C", "C", "H", "H", "C", "H", "C", "O", "C", "H", "C", "C", "O", "H", "H", "C", "H", "H", "H", "C", "O", "O", "H", "C", "H", "H", "H", "O", "H", "H", "C", "H", "H", "H", "H", "O", "H", "C", "C", "H", "Si", "F", "H", "O", "H", "H", "C", "H", "H", "C", "C", "C", "H", "H", "H", "C", "H", "H", "C", "H", "C", "H", "H", "C", "C", "H", "O", "H", "F", "H", "F", "H", "H", "C", "H", "H", "H", "F", "C", "O", "C", "H", "H", "C", "O", "Nb", "C", "H", "H", "H", "H", "H", "H", "C", "H", "H", "H", "O", "F", "H", "O", "H", "C"],
  "coordinates": [[4.47838, -0.60932, -5.41158], [-4.97190, 5.21437, -0.49843], [-1.60829, 2.21261, -1.86874], [2.59293, -2.93599, 8.01561], [2.67911, -3.93889, 3.95753], [7.01282, -0.94066, -6.72360], [2.29333, -6.52089, -7.43288], [-1.70390, 1.29473, 1.03462], [-5.52638, 5.73674, 0.28079], [-0.55645, -5.37895, 1.64733], [-6.01704, 3.30269, 3.49320], [5.87503, -2.46497, -5.70022], [7.77626, -2.53577, -6.71072], [-2.22683, 7.31522, 3.61616], [1.44499, -4.45656, 0.38412], [-1.30445, 6.18882, 3.23340], [2.03791, -3.86821, 7.91320], [2.26394, -5.14631, -8.06809], [-1.08173, -4.55348, 1.17105], [4.44292, -0.38746, -6.59430], [0.98090, 3.28436, 2.24496], [-5.73921, 1.12958, 0.62212], [7.18498, -1.83323, -6.12264], [2.01817, -5.21946, -9.12777], [3.00886, -7.15528, -7.95442], [1.52340, -4.50854, -7.58660], [1.82207, -6.05858, -5.18911], [-6.54583, 2.98512, 0.43832], [2.83289, -2.56943, 5.61870], [2.46749, -3.07260, -1.59452], [-5.89439, 4.29138, 3.04800], [0.84325, 4.00826, 4.58922], [2.19218, -1.33998, -1.56080], [1.32056, -7.00946, -7.49070], [5.13914, -1.60778, -4.81957], [-2.01417, -4.37561, 1.69927], [-8.25276, 5.88655, 2.08360], [0.25731, 4.52957, 3.84040], [-6.22043, 6.47323, -0.12635], [-4.81039, 6.24318, 0.93218], [2.49682, -5.16995, 2.34331], [-1.30209, -4.79477, 0.13165], [2.74006, -6.46055, -6.07263], [0.96100, -4.74955, 3.10153], [0.92094, -3.44455, 0.78613], [-0.55639, 5.54898, 4.19677], [-4.24386, 1.21123, -1.07308], [-6.48649, 4.43887, 1.26703], [-0.31617, 5.40545, -0.64101], [6.06738, -3.37711, -5.13730], [-0.32672, -3.34347, 1.24371], [-0.63977, 5.86561, 5.22924], [-6.37143, 5.05249, 3.66953], [-1.24497, 5.79276, 1.93676], [1.27065, -1.78250, 6.74415], [2.06792, -5.67755, -2.00366], [-0.41240, 4.29343, 0.17595], [1.99904, -5.00575, 3.29145], [-0.42196, 4.73807, 1.60555], [2.06300, -5.91857, 3.88454], [-3.16866, 3.85898, 1.23367], [-2.87314, 4.51625, -1.25454], [-1.37550, 0.69547, 3.43519], [2.61930, 1.66182, -4.10250], [-0.60310, 1.31715, 1.03741], [3.18117, 1.25964, -4.94068], [-1.82104, 6.23448, 1.13661], [-4.43664, 2.21775, -0.69037], [-4.82436, 4.52835, 3.06594], [3.65232, -3.19214, 8.07010], [2.82215, -2.16029, 0.32781], [2.07018, -3.51218, 5.06461], [0.60264, -6.06790, -2.91390], [2.39462, -6.02176, -3.98785], [2.29495, -2.45858, 8.94940], [0.70563, 3.50650, -0.06061], [2.49005, 1.00064, -5.73939], [-3.07666, 6.88725, 4.59927], [2.85978, -1.07472, 6.98279], [-4.89612, 2.81748, -1.48052], [0.34567, 4.10636, 2.53381], [-8.95690, 4.33314, 1.74670], [-0.73236, 1.84438, -1.69129], [-1.70594, 0.72622, 4.47051], [-1.58131, 8.37562, 4.12934], [2.83830, -2.13424, -1.18479], [1.47910, -2.24144, 0.82581], [1.54638, -5.52751, -2.94472], [1.36920, -4.46226, -3.08397], [-4.79677, 2.35609, 1.44557], [2.33067, -2.01578, 6.84176], [0.68095, -5.76993, -5.43753], [-2.38727, 3.07913, -0.20844], [-5.38048, 2.16398, 0.53985], [3.23271, -1.23153, 0.71933], [3.23303, -4.65622, -7.96192], [-8.61391, 5.49495, 0.39159], [-0.45925, 0.15284, 3.22204], [-2.00827, 0.35951, 0.55021], [-3.02370, 1.75224, 2.85045], [-8.27202, 5.08069, 1.33934], [7.76132, -1.52998, -5.24731], [3.42702, -2.97600, 0.72492], [3.84964, -1.97300, -1.55863], [3.87531, 0.10193, -4.46272], [-3.01767, 7.70457, 2.61522], [3.89466, 2.00802, -5.28256], [1.01902, -3.91521, 5.48912], [5.26481, -2.73595, -6.56204], [-2.10865, 1.28363, 2.49557]],
  "total_charge": -1,
  "homo_ha": -0.1807,
  "e_lumo_ev": 1.908
}